# 1
C4H8NO | ωB97M-V/def2-TZVPD

Cartesian coordinates (Å):
C 0.021001 0.704814 -1.344186
N 0.065178 -0.046954 -0.015663
C 1.054033 -1.129237 0.291569
C -1.283210 -0.096299 0.738489
C -0.362534 0.931867 1.006011
O 0.146709 1.868607 1.490901
H -0.843674 0.221731 -1.811261
H -0.049056 1.867646 -1.131957
H 0.944755 0.428080 -1.858145
H 1.106278 -1.712535 -0.608399
H 2.020762 -0.673709 0.526919
H 0.723347 -1.659723 1.277209
H -1.571814 -0.808895 1.405988
H -1.971775 0.104606 0.032525

Forces on atoms 1 to 6 (eV/Å):
-0.2 0.2 0.8
0.3 -0.1 0.8
-0.2 0.5 1.9
1.6 1.5 -1.0
1.5 1.2 1.5
-0.6 -0.4 -0.1

As for the frontier orbital gap: 11.509 eV. Its spin multiplicity is 1. The calculation puts the HOMO energy at -15.905 eV. The value obtained for the relative energy (zero: lowest compared OMol25 entry of this formula, charge and spin) is 64.4 kcal per mole. The net charge is +1.

# 2
C4H8NO | ωB97M-V/def2-TZVPD

Cartesian coordinates (Å):
C 0.844258 -0.067768 -2.713549
C -0.029503 -0.390000 -0.592036
C 0.158649 -0.077542 0.810099
C -0.692063 0.932397 1.476522
N 1.130928 -0.648580 1.485956
O -0.026538 -0.073479 -3.515850
H -0.992111 -0.079774 -0.964882
H 0.285197 -1.385281 -0.872249
H -1.738860 0.809400 1.211029
H -0.389481 1.924906 1.142122
H -0.593615 0.889757 2.558005
H 1.776171 -1.277693 1.030370
H 1.276784 -0.457754 2.466566
H -1.009814 -0.098590 -3.522103

Forces on atoms 1 to 6 (eV/Å):
1.9 0.3 2.3
-0.1 0.1 0.5
0.3 -0.1 -2.3
-0.1 0.2 0.3
0.1 0.0 0.2
-1.5 -0.1 -1.6

As for the frontier orbital gap (spin up / spin down): 7.665 / 7.663 eV. Its spin multiplicity is 1. The calculation puts the HOMO energy (spin up / spin down) at -12.612 / -12.611 eV. The value obtained for the relative energy (zero: lowest compared OMol25 entry of this formula, charge and spin) is 91.0 kcal per mole. The net charge is +1.

# 3
C4H8NO | ωB97M-V/def2-TZVPD

Cartesian coordinates (Å):
C -0.163382 -1.194912 -0.391969
C -1.845008 0.695710 0.229733
C -0.918439 0.039628 -0.742380
C 1.865194 -0.016108 0.013882
N 0.506498 -0.135710 -0.372619
O 2.077512 -1.347164 0.326466
H -0.106328 -2.245779 -0.212547
H -1.791685 1.778846 0.134548
H -2.864824 0.397715 -0.005605
H -1.625976 0.410858 1.255163
H -1.096478 0.262116 -1.791285
H 2.972735 -1.499064 0.668943
H 1.966443 0.677082 0.863400
H 2.467874 0.352782 -0.831620

Forces on atoms 1 to 6 (eV/Å):
-8.1 -8.0 -1.2
-0.4 0.9 0.7
1.8 -2.2 0.8
-0.3 -0.4 0.2
5.0 9.6 -0.4
1.9 -0.2 0.7

As for the frontier orbital gap (spin up / spin down): 9.157 / 6.880 eV. Its spin multiplicity is 3. The calculation puts the HOMO energy (spin up / spin down) at -12.064 / -16.182 eV. The value obtained for the relative energy (zero: lowest compared OMol25 entry of this formula, charge and spin) is 68.4 kcal per mole. The net charge is +1.

# 4
C4H8NO2 | ωB97M-V/def2-TZVPD

Cartesian coordinates (Å):
C 1.908458 0.946821 0.463208
C 0.754470 1.398702 -0.418887
O 0.778354 2.517611 -0.932485
N -0.251341 0.528471 -0.557078
C -0.328861 -0.851759 -0.111811
C -1.942546 -1.323171 0.155500
O -2.059228 -2.170687 1.120364
H 2.428050 0.058762 0.098998
H 1.578000 0.737089 1.476883
H 2.584656 1.798526 0.492586
H -1.040115 0.845132 -1.101050
H 0.056513 -1.533341 -0.876840
H 0.140977 -1.018630 0.851957
H -2.429124 -0.303240 0.248885
H -2.178260 -1.630290 -0.910228

Forces on atoms 1 to 6 (eV/Å):
0.2 0.4 0.0
0.3 -0.2 0.1
-0.2 0.0 0.0
0.0 -0.2 -0.1
-1.6 -0.5 0.3
2.0 1.4 -1.1

As for the frontier orbital gap: 6.654 eV. Its spin multiplicity is 1. The calculation puts the HOMO energy at -2.829 eV. The value obtained for the relative energy (zero: lowest compared OMol25 entry of this formula, charge and spin) is 44.7 kcal per mole. The net charge is -1.

# 5
C4H8NO2 | ωB97M-V/def2-TZVPD

Cartesian coordinates (Å):
O -2.333087 0.610975 -2.279717
C -2.215862 -0.598390 -2.004239
O -1.392908 -1.130628 -1.180772
H -2.923587 -1.364749 -2.510164
C 1.941609 -0.661771 1.317949
C 0.505478 -0.125182 1.087982
C -0.121342 1.674067 -0.238866
N 0.534309 1.318276 0.784872
H 1.957882 -1.755528 1.532998
H 2.546429 -0.521581 0.396235
H 2.408632 -0.138773 2.202804
H -0.063017 -0.306598 1.967466
H 0.022955 -0.692736 0.249648
H -0.754748 0.948741 -0.757037
H -0.112749 2.743883 -0.569159

Forces on atoms 1 to 6 (eV/Å):
-0.3 -0.5 -0.3
0.7 -0.8 0.9
-1.1 0.4 -1.2
0.5 0.8 0.2
0.1 0.2 0.4
0.7 -0.6 -1.6

As for the frontier orbital gap: 8.319 eV. Its spin multiplicity is 1. The calculation puts the HOMO energy at -4.199 eV. The value obtained for the relative energy (zero: lowest compared OMol25 entry of this formula, charge and spin) is 31.7 kcal per mole. The net charge is -1.

# 6
C4H8NO2 | ωB97M-V/def2-TZVPD

Cartesian coordinates (Å):
C -1.787721 0.704039 0.448384
O -1.531008 0.278903 -0.886413
C -0.123102 -0.024627 -1.010883
C 0.369663 -1.144954 -0.277413
C 1.366887 -0.277559 0.491492
N 0.886765 0.982830 0.008118
O 1.893998 1.708716 -0.513415
H -0.904788 0.323377 1.028822
H -2.666202 0.165063 0.895237
H -1.813808 1.777421 0.605495
H 0.114261 0.065807 -2.008212
H 0.802847 -1.943541 -0.884479
H -0.337639 -1.692744 0.356687
H 1.412151 -0.300838 1.583953
H 2.317693 -0.621899 0.162630

Forces on atoms 1 to 6 (eV/Å):
0.8 -2.0 1.2
0.4 0.4 0.3
-1.1 3.8 1.4
0.4 -2.8 2.2
0.0 -1.8 0.9
-1.0 -0.6 -2.0

As for the frontier orbital gap: 5.418 eV. Its spin multiplicity is 1. The calculation puts the HOMO energy at -1.325 eV. The value obtained for the relative energy (zero: lowest compared OMol25 entry of this formula, charge and spin) is 146.3 kcal per mole. The net charge is -1.

# 7
C4H8NO2 | ωB97M-V/def2-TZVPD

Cartesian coordinates (Å):
C 0.784411 0.842529 -0.243684
N 0.484165 -0.376519 0.138221
C 1.967370 1.378924 -1.125440
C -0.870663 -0.472062 0.685203
C -1.359772 -1.919458 0.928726
O -2.658994 -2.082674 1.290756
O -0.253590 1.910120 -0.224625
H -0.194063 1.055486 -0.951367
H 2.090824 0.596936 -1.888595
H 1.392513 2.267454 -1.409592
H 2.938370 1.508942 -0.621640
H -0.980335 -0.038321 1.688319
H -1.641637 0.090537 0.118363
H -0.639992 -2.383023 1.656077
H -1.058608 -2.378871 -0.040721

Forces on atoms 1 to 6 (eV/Å):
1.8 -1.9 2.2
0.6 3.2 -0.5
-1.3 -1.5 1.2
-1.4 -0.4 1.4
-0.2 -0.7 -0.4
0.9 0.6 -0.3

As for the frontier orbital gap: 5.582 eV. Its spin multiplicity is 1. The calculation puts the HOMO energy at -2.213 eV. The value obtained for the relative energy (zero: lowest compared OMol25 entry of this formula, charge and spin) is 143.8 kcal per mole. The net charge is -1.

# 8
C4H8NO2 | ωB97M-V/def2-TZVPD

Cartesian coordinates (Å):
C 0.187567 0.870811 -0.140924
C -0.529277 1.251350 -1.319364
C -1.183909 0.262927 -2.114718
O -1.942979 0.723574 -3.060758
N -0.281419 -0.114002 0.841208
C 0.522127 0.025397 1.962051
O 1.813662 -0.362385 2.093745
H 1.133457 1.373482 0.034642
H 0.413522 -0.367955 -0.065520
H 0.232213 -3.020336 0.044493
H -0.585464 2.350116 -1.598296
H -0.759739 -0.746804 -1.801737
H -0.011891 0.170233 2.933086
H -0.309238 -3.224576 0.429650
H 1.301368 0.808169 1.762444

Forces on atoms 1 to 6 (eV/Å):
-2.5 2.9 -1.1
0.8 -0.1 1.5
-1.3 3.7 -1.4
1.9 -3.2 2.1
-0.1 -0.6 -4.6
1.9 4.7 2.8

As for the frontier orbital gap: 4.917 eV. Its spin multiplicity is 1. The calculation puts the HOMO energy at -1.649 eV. The value obtained for the relative energy (zero: lowest compared OMol25 entry of this formula, charge and spin) is 244.5 kcal per mole. The net charge is -1.